[1]
A molecular structure, Cl4N3P3 in a non-equilibrium geometry. Source: the OMol25 dataset; level of theory: ωB97M-V with the def2-TZVPD basis set.

Computed properties:
Lowest unoccupied orbital energy: -1.197 eV
Multiplicity: 1
HOMO level: -9.80 eV
ΔE to the lowest compared entry with this formula, charge and spin: 0.0000 eV
Total charge: 0

```
10
Properties=species:S:1:pos:R:3:forces:R:3:mulliken_charge:R:1
N -1.41346 -0.87582 -0.74565 0.2286 -0.1622 -1.0903 -0.26
N 1.21339 -0.97512 -1.20980 -0.2080 0.4552 -0.7624 -0.26
N 0.47264 1.41500 0.11143 -2.2435 -2.8142 0.0613 -0.52
P -0.20984 -1.35550 -1.80614 -0.2615 0.1509 1.2948 0.20
P -1.41147 0.33714 0.22384 3.6889 2.4772 -0.3690 0.74
P 1.45370 0.13551 -0.05616 -2.2501 -0.1057 1.4049 0.79
Cl -2.08457 -0.18082 2.02421 0.1441 0.1644 -0.0916 -0.13
Cl -2.53534 1.94331 -0.20927 0.0309 -0.4765 -0.0966 -0.16
Cl 1.15394 -1.04527 1.65353 0.6641 0.0422 -0.2042 -0.22
Cl 3.36100 0.60156 0.01400 0.2065 0.2687 -0.1470 -0.17
```
Positions in Å, forces in eV/Å.

[2]
A molecular structure, Cl5Y in a non-equilibrium geometry. Source: the OMol25 dataset; level of theory: ωB97M-V with the def2-TZVPD basis set.

Computed properties:
Lowest unoccupied orbital energy: -0.837 eV
Multiplicity: 1
HOMO level: -4.07 eV
ΔE to the lowest compared entry with this formula, charge and spin: 16.0032 eV
Total charge: -2

```
6
Properties=species:S:1:pos:R:3:forces:R:3:mulliken_charge:R:1
Y -15.15387 -0.88019 9.84839 1.1946 0.0133 1.2636 1.61
Cl -13.12555 3.09341 8.02877 -0.4544 -0.7654 0.1725 -0.75
Cl -13.60029 -4.67809 7.31340 -0.3925 0.7600 0.3389 -0.77
Cl -16.72792 2.35747 13.05128 0.1392 -0.5774 -0.6598 -0.73
Cl -16.70163 -4.09690 13.17964 0.1198 0.5152 -0.6394 -0.72
Cl -11.13114 -1.22518 12.61041 -0.6068 0.0544 -0.4758 -0.63
```
Positions in Å, forces in eV/Å.

[3]
A molecular structure, ClCuI in a non-equilibrium geometry. Source: the OMol25 dataset; level of theory: ωB97M-V with the def2-TZVPD basis set.

Computed properties:
Lowest unoccupied orbital energy (spin up / spin down): -1.403 / -1.737 eV
Multiplicity: 2
HOMO level (spin up / spin down): -8.42 / -9.11 eV
⟨S²⟩: 0.75
Total charge: 0

```
3
Properties=species:S:1:pos:R:3:forces:R:3:mulliken_spin:R:1
Cu -1.03074 -0.95002 0.04618 -2.8402 0.2111 0.4347 0.01
I 0.12753 1.77017 0.17333 -0.6209 1.0719 0.2049 0.76
Cl 0.90321 -0.82015 -0.21950 3.4611 -1.2831 -0.6396 0.23
```
Positions in Å, forces in eV/Å.

What E_tot values result from the calculations? In sequence: -3029.19597, -2339.09083, -2398.32992 a.u..